Entry 1:
84
Properties=species:S:1:pos:R:3 method="wB97M-V/def2-TZVPD" e_tot_ha=-4834.4295 relative_energy_kj_mol=12.5 orbital_gap_ev=8.256 charge=+1 smiles=CCCCN[N@+]1(P(CC)CC)C[C@H](I)O[C@@H](P(O)Br)[C@H]1CCCCCCCCCCCOC
C 6.57380 3.01951 -0.86033
C 5.48273 3.23371 -1.92171
C 4.63149 1.99306 -2.18852
C 3.99817 1.44942 -0.91473
N 2.99372 0.42606 -1.23202
N 3.02820 -0.80771 -0.47260
P 2.72192 -0.56250 1.38666
C 4.39157 -0.18139 2.09562
C 4.70750 -1.21227 3.18705
C 1.82859 1.03814 1.46849
C 0.75316 0.95851 2.58065
C 4.30009 -1.59695 -0.62053
C 4.31661 -2.59996 -1.75627
I 4.29514 -1.72279 -3.74639
O 3.33564 -3.56435 -1.61706
C 2.13551 -3.16011 -0.95249
P 1.98379 -3.95272 0.80341
O 3.20246 -5.03821 0.70864
Br 0.32892 -5.34717 0.31975
C 1.88515 -1.65639 -1.04862
C 0.51443 -1.28815 -0.49491
C -0.61708 -1.82727 -1.38494
C -1.90446 -1.01507 -1.23003
C -2.71630 -1.44562 0.00238
C -3.81078 -2.46148 -0.33875
C -5.05506 -1.81053 -0.95384
C -6.00991 -1.17818 0.07572
C -5.97192 0.35251 0.09389
C -6.78655 0.95083 1.24597
C -6.25899 2.26937 1.83488
C -5.60159 3.21076 0.83499
O -6.42021 3.46569 -0.28955
C -7.38930 4.48329 -0.11412
H 7.51567 3.47343 -1.16362
H 6.78104 1.95634 -0.70168
H 6.29552 3.44579 0.10400
H 5.94655 3.52538 -2.86364
H 4.81930 4.04624 -1.61623
H 5.24864 1.21356 -2.64705
H 3.83615 2.24590 -2.89708
H 4.78025 1.05659 -0.26902
H 3.51472 2.26633 -0.37550
H 3.03810 0.17752 -2.21581
H 4.32228 0.81842 2.52873
H 5.19388 -0.15876 1.36356
H 3.88839 -1.28179 3.90453
H 5.62149 -0.94466 3.71468
H 4.82217 -2.21420 2.76654
H 2.55269 1.81845 1.69954
H 1.39728 1.30315 0.50628
H 0.96217 1.68056 3.36777
H -0.23543 1.18219 2.18278
H 0.70615 -0.02711 3.04782
H 4.40391 -2.18112 0.30342
H 5.15519 -0.92940 -0.68127
H 5.28487 -3.09503 -1.73484
H 1.31491 -3.59377 -1.52370
H 4.03271 -4.68062 0.35917
H 1.88432 -1.41403 -2.11313
H 0.39864 -1.66507 0.52595
H 0.43564 -0.20100 -0.47877
H -0.82987 -2.86379 -1.10473
H -0.29059 -1.84133 -2.42994
H -1.65265 0.04756 -1.15323
H -2.51294 -1.12304 -2.13024
H -2.04551 -1.86213 0.76221
H -3.18228 -0.56751 0.45618
H -4.10638 -2.98301 0.57520
H -3.41269 -3.21689 -1.02453
H -5.58943 -2.56650 -1.53225
H -4.75617 -1.03486 -1.66848
H -7.03264 -1.48347 -0.16215
H -5.80015 -1.56769 1.07761
H -4.93052 0.68688 0.12709
H -6.38217 0.70876 -0.85367
H -6.84697 0.21909 2.05687
H -7.81268 1.11550 0.91025
H -7.09008 2.80754 2.30096
H -5.53934 2.07076 2.63658
H -5.34335 4.15107 1.33982
H -4.66975 2.79322 0.44677
H -7.36776 4.89072 0.90077
H -8.38773 4.08117 -0.30110
H -7.20203 5.29263 -0.82407

Entry 2:
18
Properties=species:S:1:pos:R:3 method="wB97M-V/def2-TZVPD" e_tot_ha=-364.2330 relative_energy_kj_mol=92.4 orbital_gap_ev=9.883 smiles="CC(=O)N(C)C.O"
C 0.19683 0.95681 0.37919
C 0.31412 -0.33005 1.20609
N -0.37613 -1.43616 0.76555
C -0.54295 -2.53898 1.71645
C -1.46763 -1.34039 -0.20973
O 0.94383 -0.38934 2.23625
H 0.39222 1.82466 0.99947
H 0.94792 0.92003 -0.40597
H -0.83089 1.09397 0.06110
H -1.25788 -3.26794 1.36038
H -0.62960 -2.20460 2.74785
H 0.43690 -3.04291 1.72369
H -1.25320 -0.55118 -0.92437
H -1.53279 -2.27300 -0.76690
H -2.40252 -1.09497 0.30340
H 2.99076 4.23705 -3.44173
H 1.72777 4.49567 -4.17315
O 2.34324 4.94133 -3.57754